Below is a molecular structure, C7H15NOS in a non-equilibrium geometry, with properties calculated with the ωB97M-V functional and the def2-TZVPD basis.

* frontier orbital gap (spin up / spin down): 8.07 / 8.07 eV
* E_HOMO (spin up / spin down): -8.76 / -8.77 eV
* energy relative to the best compared isomer or geometry (same formula, charge and spin): 810.53 kJ/mol
* net charge: 0
* max |F|: 4.68 eV Å⁻¹

Each line ends with the Löwdin charge.
Atoms and positions in Å:
1 C -2.4562 0.6054 -1.0932  -0.220
2 C 1.5092 0.6686 1.1453  -0.065
3 C 0.8046 -0.6895 1.1699  -0.167
4 C 2.1276 0.0668 -0.1023  -0.640
5 C 3.5570 0.0080 -0.1993  -0.037
6 C -4.6481 -0.7706 0.2746  -0.207
7 C 1.6034 0.5656 -1.4365  -0.006
8 N -2.5840 0.2268 1.7304  -0.337
9 O 1.5912 -1.2279 0.1225  -0.054
10 S -2.9698 -0.1631 0.3655  0.733
11 H -1.3981 0.6804 -1.1108  -0.040
12 H -2.8751 -0.0064 -1.8582  -0.018
13 H 0.9919 1.5808 0.9925  0.099
14 H 2.2672 0.9222 1.8552  0.104
15 H 0.9221 -1.0659 2.2189  0.134
16 H -0.2296 -0.5231 0.9118  0.057
17 H 4.0640 0.9483 0.0974  0.114
18 H 3.7653 -0.2174 -1.1856  0.059
19 H 3.9769 -0.7337 0.4994  0.111
20 H -4.9067 -0.9867 1.2604  0.030
21 H -5.2730 -0.2425 -0.3527  0.034
22 H -4.3109 -1.8034 -0.0348  0.073
23 H 1.1631 -0.1681 -2.1727  0.118
24 H 2.4556 0.9973 -1.8693  0.051
25 H 0.8525 1.3280 -1.2282  0.072

Below is a molecular structure, C3H4NiO3 in a non-equilibrium geometry, with properties calculated with the ωB97M-V functional and the def2-TZVPD basis.

* spin multiplicity: 4
* expectation value of S²: 3.773
* frontier orbital gap (spin up / spin down): 5.28 / 5.94 eV
* E_HOMO (spin up / spin down): -10.96 / -14.13 eV
* energy relative to the best compared isomer or geometry (same formula, charge and spin): 568.81 kJ/mol
* net charge: +1
* max |F|: 8.16 eV Å⁻¹

Each line ends with the Löwdin charge.
Atoms and positions in Å:
1 O -1.2802 1.7428 -0.2066  0.089
2 C -0.3865 1.0854 -0.6479  -0.426
3 C 1.0699 1.0361 -0.4074  -0.022
4 H 1.5665 0.5067 -1.2261  0.111
5 H 1.3982 1.2418 0.6185  0.122
6 H 0.8563 2.1544 -0.9478  0.182
7 Ni -2.2472 -0.6351 1.2413  0.820
8 O -0.3665 -0.2749 0.1957  -0.116
9 C 0.2124 -1.4595 -0.0106  0.016
10 O -0.6151 -2.2716 0.5945  0.071
11 H -0.2079 -3.1263 0.7965  0.153

Below is 2 unconnected molecules or ions with the total composition HN4O3 in a non-equilibrium geometry, with properties calculated with the ωB97M-V functional and the def2-TZVPD basis.

* frontier orbital gap (spin up / spin down): 6.63 / 8.33 eV
* E_HOMO (spin up / spin down): -2.58 / -4.76 eV
* energy relative to the best compared isomer or geometry (same formula, charge and spin): 164.12 kJ/mol
* net charge: -1
* max |F|: 5.18 eV Å⁻¹

Each line ends with the Löwdin charge.
Atoms and positions in Å:
1 N 0.4508 0.1923 0.9400  -0.110
2 N -2.5560 -0.1675 -0.2339  0.014
3 N -0.3195 -0.8330 0.8184  -0.083
4 N 1.2721 0.3914 -0.0619  -0.601
5 O 1.2653 -0.3050 -1.0516  -0.076
6 O -2.2116 0.9532 -0.5348  -0.141
7 O 2.0743 1.2704 0.1143  -0.057
8 H 0.0245 -1.5017 0.0095  0.055

Below is a molecular structure, C46H53N7O4Ti, with properties calculated with the ωB97M-V functional and the def2-TZVPD basis.

* spin multiplicity: 3
* expectation value of S²: 2.019
* frontier orbital gap (spin up / spin down): 3.51 / 6.57 eV
* E_HOMO (spin up / spin down): 0.65 / -2.41 eV
* energy relative to the best compared isomer or geometry (same formula, charge and spin): 93.88 kJ/mol
* net charge: -2
* max |F|: 0.91 eV Å⁻¹

Each line ends with the Löwdin charge.
Atoms and positions in Å:
1 Ti 0.4053 0.6569 0.3194  1.002
2 O 2.9373 3.5353 -1.1392  -0.053
3 C 2.2415 2.7525 -0.4577  -0.535
4 N 1.8144 1.5042 -0.8966  -0.068
5 C 2.5216 1.1018 -2.0899  -0.192
6 C 1.7762 0.4368 -3.2174  -0.237
7 C 2.5114 0.1828 -4.3876  -0.044
8 C 1.9194 -0.4765 -5.4392  -0.100
9 C 0.5951 -0.8824 -5.3103  -0.084
10 C -0.0597 -0.5847 -4.1300  -0.132
11 N 0.5076 0.0668 -3.1053  0.145
12 C 1.8971 3.0682 0.9225  -0.246
13 C 2.3398 4.2437 1.5327  -0.052
14 C 2.0218 4.5217 2.8401  -0.127
15 C 1.2047 3.5729 3.5391  -0.110
16 C 0.8197 2.4332 2.8893  -0.166
17 N 1.1438 2.1266 1.6187  -0.043
18 H 3.0304 1.9733 -2.5119  0.111
19 H 3.3291 0.3983 -1.8345  0.102
20 H 3.5426 0.5125 -4.4397  0.108
21 H 2.4771 -0.6773 -6.3477  0.092
22 H 0.0788 -1.4132 -6.0996  0.091
23 H -1.0907 -0.8922 -3.9873  0.084
24 H 2.9432 4.9104 0.9288  0.103
25 H 2.3691 5.4269 3.3237  0.067
26 H 0.9101 3.7217 4.5709  0.073
27 H 0.2120 1.6964 3.4021  0.086
28 C -2.2767 3.2688 -3.4654  -0.067
29 C -2.6675 1.7925 -3.3740  -0.375
30 C -2.9137 1.2199 -4.7738  -0.073
31 C -3.8897 1.5506 -2.5087  -0.128
32 C -5.0767 2.1983 -2.8394  -0.056
33 C -6.2674 1.9165 -2.1913  -0.107
34 C -6.2709 0.9490 -1.1979  -0.066
35 C -5.1012 0.2982 -0.8231  -0.141
36 C -5.1491 -0.8010 0.2207  -0.380
37 C -5.4860 -2.1470 -0.4303  -0.054
38 C -6.1284 -0.5102 1.3591  -0.098
39 C -3.8806 0.6125 -1.4602  -0.165
40 N -2.6931 -0.0017 -1.0195  0.136
41 C -2.3284 -1.0474 -1.7064  -0.516
42 O -2.8781 -1.5234 -2.7376  -0.070
43 C -1.1422 -1.8621 -1.1645  -0.144
44 C -1.2107 -3.2074 -1.5234  -0.019
45 C -0.2544 -4.0973 -1.0948  -0.059
46 C 0.7291 -3.6224 -0.2545  -0.015
47 C 0.7448 -2.2786 0.0825  -0.147
48 N -0.1290 -1.3718 -0.4144  0.098
49 C 1.7865 -1.9137 1.1471  -0.514
50 O 2.4353 -2.8600 1.6268  -0.026
51 N 1.8530 -0.6361 1.4775  0.046
52 C 2.6401 -0.3447 2.6397  -0.135
53 C 3.9600 0.1236 2.5591  -0.105
54 C 4.5679 0.6061 3.7220  -0.060
55 C 3.9397 0.5862 4.9485  -0.098
56 C 2.6834 0.0086 5.0390  -0.057
57 C 2.0353 -0.4784 3.9139  -0.134
58 C 0.7166 -1.2144 4.0903  -0.364
59 C -0.2045 -0.6104 5.1520  -0.082
60 C 0.9812 -2.6853 4.4412  -0.058
61 C 4.8789 0.1353 1.3349  -0.351
62 C 4.6028 -0.8928 0.2452  -0.069
63 C 5.0126 1.5392 0.7453  -0.044
64 H -1.2989 3.3699 -3.9427  0.079
65 H -2.2112 3.7234 -2.4771  0.072
66 H -3.0029 3.8333 -4.0606  0.063
67 H -1.8331 1.2475 -2.9335  0.096
68 H -3.7221 1.7627 -5.2750  0.067
69 H -3.1956 0.1669 -4.7132  0.071
70 H -2.0146 1.3071 -5.3904  0.069
71 H -5.0678 2.9234 -3.6470  0.100
72 H -7.1833 2.4250 -2.4704  0.083
73 H -7.2046 0.6948 -0.7071  0.094
74 H -4.1405 -0.8793 0.6316  0.109
75 H -6.4950 -2.1141 -0.8555  0.077
76 H -5.4519 -2.9562 0.3072  0.072
77 H -4.7806 -2.3657 -1.2324  0.068
78 H -7.1659 -0.6029 1.0258  0.063
79 H -6.0135 0.5031 1.7520  0.068
80 H -5.9896 -1.2239 2.1762  0.071
81 H -2.0357 -3.4911 -2.1583  0.106
82 H -0.2873 -5.1396 -1.3910  0.098
83 H 1.4940 -4.2413 0.1887  0.107
84 H 5.5767 1.0006 3.6419  0.104
85 H 4.4245 0.9994 5.8255  0.087
86 H 2.1995 -0.0609 6.0061  0.096
87 H 0.1865 -1.1705 3.1432  0.100
88 H 0.2065 -0.7266 6.1591  0.062
89 H -1.1662 -1.1321 5.1391  0.069
90 H -0.3956 0.4508 4.9869  0.066
91 H 1.4835 -2.7477 5.4134  0.075
92 H 1.6107 -3.1596 3.6914  0.059
93 H 0.0368 -3.2361 4.5120  0.072
94 H 5.8575 -0.1317 1.7536  0.120
95 H 4.5092 -1.8973 0.6549  0.072
96 H 5.4266 -0.8731 -0.4756  0.076
97 H 3.6822 -0.6686 -0.2883  0.047
98 H 4.0601 1.8982 0.3632  0.052
99 H 5.7301 1.5393 -0.0814  0.079
100 H 5.3513 2.2573 1.4959  0.078
101 N -3.0356 0.4779 2.7138  0.188
102 C -2.0512 0.8358 1.8480  -0.507
103 O -1.0561 0.1149 1.7458  -0.068
104 C -2.1488 2.1460 1.1260  -0.192
105 C -1.0453 2.2828 0.0775  -0.217
106 H -3.0000 -0.4769 3.0350  0.109
107 H -3.9511 0.8610 2.5523  0.080
108 H -3.1683 2.2290 0.7261  0.103
109 H -2.0622 2.9062 1.9140  0.115
110 H -1.4778 2.1885 -0.9141  0.010
111 H -0.5797 3.2668 0.1486  0.049

Below is C6H10N2O2S in the gas phase in a non-equilibrium geometry, with properties calculated with the ωB97M-V functional and the def2-TZVPD basis.

* frontier orbital gap: 9.34 eV
* E_HOMO: -9.97 eV
* energy relative to the best compared isomer or geometry (same formula, charge and spin): 274.50 kJ/mol
* net charge: 0
* max |F|: 5.69 eV Å⁻¹

Each line ends with the Löwdin charge.
Atoms and positions in Å:
1 C -0.9007 0.2028 -0.0554  -0.593
2 C 0.0762 1.3651 -0.3402  -0.102
3 C -0.2374 -1.1775 -0.2668  -0.103
4 C 1.4636 1.1820 0.2551  -0.192
5 C 1.1408 -1.2788 0.3666  -0.192
6 C 2.0462 -0.1671 -0.1508  -0.202
7 N -1.4190 0.2678 1.2636  0.106
8 N -2.7363 0.3740 1.2816  -0.098
9 O -3.9705 -1.0983 -0.2829  -0.436
10 O -1.9668 0.3421 -0.9859  -0.301
11 S -3.4705 0.2543 -0.2824  0.915
12 H 0.1455 1.4199 -1.4280  0.130
13 H -0.3834 2.2886 0.0173  0.125
14 H -0.9087 -1.9416 0.1339  0.126
15 H -0.1771 -1.3122 -1.3488  0.132
16 H 2.0978 1.9915 -0.1123  0.113
17 H 1.4218 1.2495 1.3408  0.115
18 H 1.0500 -1.2015 1.4504  0.116
19 H 1.5631 -2.2555 0.1262  0.113
20 H 2.1152 -0.2255 -1.2396  0.117
21 H 3.0504 -0.2796 0.2577  0.110